A cluster of 2 separate species, C7H17NO in total, computed with ωB97M-V/def2-TZVPD.

XYZ file:
```
26
Properties=species:S:1:pos:R:3:forces:R:3:nbo_charge:R:1
C -1.9462 -2.2353 -0.1921 1.0 -0.5 -1.6 -0.61
C -1.7521 -0.9318 0.6438 2.2 -1.0 -0.9 -0.41
C -1.4110 0.3462 -0.1496 -1.1 -3.1 -3.3 -0.40
C -1.0596 1.4822 0.6734 0.9 3.2 1.0 -0.41
C -0.6533 2.7818 -0.2253 -0.7 -1.8 0.9 -0.61
C 2.4332 -0.2574 0.4175 -0.2 -0.8 -2.2 0.69
C 2.4867 -1.5639 -0.3356 -1.4 -0.4 -0.6 -0.72
H -2.9689 -2.2361 -0.5882 0.3 0.1 -0.4 0.20
H -1.1534 -2.1870 -1.1503 -2.1 -0.4 2.5 0.19
H -1.9021 -3.2904 0.3287 0.5 2.3 -0.6 0.22
H -0.9313 -1.1087 1.3170 0.6 -0.1 0.4 0.20
H -2.5382 -0.7294 1.2907 -2.0 0.2 1.0 0.20
H -0.4686 0.1942 -0.7016 -0.3 -0.7 -0.3 0.18
H -2.2313 0.3479 -1.0047 1.3 1.0 1.7 0.19
H -0.0513 1.1538 1.1628 -2.2 0.8 0.1 0.23
H -1.9302 1.7525 1.3573 1.5 -0.2 -0.3 0.20
H -1.3515 2.8497 -1.0499 -0.6 0.4 0.0 0.20
H -0.6077 3.7281 0.3526 0.2 -0.7 -0.5 0.22
H 0.2620 2.4985 -0.7481 0.4 0.4 0.4 0.19
H 2.5602 1.7105 0.2578 1.1 -1.4 -1.9 0.41
H 2.9656 0.8412 -1.2992 -0.2 0.1 0.1 0.40
H 2.8460 -1.4374 -1.3398 0.6 -0.1 -0.4 0.20
H 1.4624 -2.0415 -0.4663 1.0 0.9 0.5 0.24
H 3.0725 -2.2646 0.2288 0.4 -0.3 0.1 0.24
N 2.9255 0.8549 -0.2948 -1.7 1.0 3.6 -0.86
O 1.9427 -0.2579 1.5150 0.2 1.1 0.7 -0.60
```
Positions in Å, forces in eV/Å.

The gap between HOMO and LUMO comes out at 0.3980 Eh. The HOMO energy comes out at -10.03 eV. As for the structure (SMILES): CC(N)=O.CCCCC. The total energy comes out at -11071.2660 eV.


An isolated molecule of C2H3NO2, computed with ωB97M-V/def2-TZVPD.

XYZ file:
```
8
Properties=species:S:1:pos:R:3:forces:R:3:nbo_charge:R:1
O 2.0750 -0.8778 -0.6277 -0.4 0.2 0.4 -0.57
C 0.9893 -0.3530 -0.5576 0.4 0.0 -0.3 0.54
N 0.2309 -0.0926 0.5467 -0.1 0.2 0.1 -0.71
C -1.0897 0.4295 0.2930 0.1 0.0 0.2 0.55
O -2.0809 -0.2133 0.4340 0.0 0.1 0.3 -0.46
H 0.4373 -0.0159 -1.4466 0.1 0.0 -0.4 0.10
H 0.5321 -0.3312 1.4859 -0.2 -0.2 -0.3 0.43
H -1.1044 1.4814 -0.0521 0.0 -0.3 -0.1 0.13
```
Positions in Å, forces in eV/Å.

The gap between HOMO and LUMO comes out at 0.3997 Eh. The HOMO energy comes out at -10.51 eV. As for the structure (SMILES): O=CNC=O. The total energy comes out at -7707.1609 eV.


A structure of composition C28H53HgN6O, computed with ωB97M-V/def2-TZVPD.

XYZ file:
```
89
Properties=species:S:1:pos:R:3:forces:R:3:mulliken_spin:R:1
Hg -0.6167 0.4623 -1.0679 0.2 -0.4 0.0 0.00
C -2.2346 -4.9784 -0.6080 2.7 -1.1 0.2 0.00
C -3.3806 -4.0585 -0.8403 -1.3 -1.0 -0.8 0.00
N -3.2090 -3.2548 -2.0304 0.3 0.0 0.2 0.00
C -4.4393 -2.6026 -2.3675 -0.4 1.8 -0.3 0.00
C -4.9980 -1.6051 -1.2641 0.4 -1.0 0.2 0.00
N -3.9511 -0.8914 -0.5862 3.0 -1.6 -2.0 0.00
C -4.1968 -0.2632 0.6096 -2.4 1.4 2.0 0.00
C -4.4085 -1.0726 1.9875 0.2 -0.3 -1.4 0.00
C -3.3074 -0.7462 3.0039 -0.8 1.5 -0.4 0.00
N -2.0375 -1.1494 2.5743 1.6 0.4 -1.4 0.00
C -1.4386 -2.3452 3.0088 0.2 -0.3 2.5 0.00
C -1.3401 -3.5856 2.1137 0.6 0.2 -0.5 0.00
N -0.8045 -3.2961 0.7765 -0.7 0.8 0.4 0.00
C -0.8659 -4.2584 -0.3278 -0.7 1.4 -0.1 0.00
H -1.9480 -5.6657 -1.4789 -0.9 0.8 1.0 0.00
H -2.3677 -5.6180 0.2701 -0.5 -0.1 -0.2 0.00
H -3.4153 -3.3627 -0.0303 -0.2 0.4 0.8 0.00
H -4.4107 -4.6066 -0.8467 1.5 0.5 0.0 0.00
H -2.8376 -3.7542 -2.8424 -0.2 0.0 0.6 0.00
H -5.2238 -3.3199 -2.5814 -0.5 -0.3 -0.1 0.00
H -4.2397 -2.0315 -3.2945 -0.3 -0.1 0.4 0.00
H -5.6116 -2.1208 -0.5022 0.1 -0.5 -0.3 0.00
H -5.7027 -0.9024 -1.7249 0.2 0.0 -0.2 0.00
H -3.0245 -1.3554 -0.5636 -1.0 0.0 -0.6 0.00
H -5.1934 0.1831 0.3750 0.5 0.5 0.8 0.00
H -3.4694 0.5437 0.7377 -0.1 0.1 0.2 0.00
H -4.4290 -2.1394 1.6685 0.1 0.4 0.6 0.00
H -5.3989 -0.7996 2.3208 -0.3 0.0 0.5 0.00
H -3.4162 -1.0265 4.0551 -0.6 -0.6 -0.2 0.00
H -3.2932 0.3566 3.0996 -0.1 -0.1 -0.2 0.00
H -1.5860 -0.6769 1.7932 -0.5 -0.2 0.4 0.00
H -2.0591 -2.5891 3.9499 1.1 -0.3 -1.3 0.00
H -0.4313 -2.1015 3.4292 -0.3 -0.4 -0.4 0.00
H -2.3465 -3.9662 1.9955 -0.3 -0.3 -0.2 0.00
H -0.7498 -4.3215 2.6995 -0.2 0.0 -0.3 0.00
H 0.0788 -2.7769 0.7241 -0.6 -0.4 0.4 0.00
H -0.0584 -4.9495 -0.1615 0.2 -1.0 -0.5 0.00
H -0.6641 -3.6098 -1.1989 0.2 -0.6 0.1 0.00
C 4.5598 -4.5485 0.7360 -0.6 0.6 -1.3 0.01
C 4.9326 -3.0740 0.8761 0.9 2.1 -1.6 -0.14
C 5.3382 -2.4936 2.0536 0.5 1.0 0.7 0.24
C 5.7386 -1.0778 2.1595 -1.3 -1.4 0.6 -0.07
C 6.0536 -0.5281 3.5344 1.1 -1.2 0.7 0.00
C 5.6892 -0.2631 1.0787 0.2 0.2 -1.5 0.13
C 5.2861 -0.7335 -0.2435 -0.1 -2.8 2.4 -0.02
C 4.9732 -2.1571 -0.2782 0.3 -1.5 1.4 0.32
N 5.1093 -0.1113 -1.3627 -0.6 0.8 -1.2 0.53
C 4.6856 1.2997 -1.4772 -1.0 -1.3 0.2 -0.08
C 3.9526 1.3256 -2.8324 0.2 -0.9 0.8 0.01
C 5.9060 2.1868 -1.4388 0.6 0.0 0.7 0.04
C 3.6414 1.6617 -0.3865 1.9 -0.6 0.6 0.03
H 3.5916 -4.7263 1.2600 0.8 -0.1 -0.3 -0.01
H 5.3353 -5.2741 1.0475 -0.4 0.6 0.1 0.00
H 4.3817 -4.6961 -0.3679 0.1 -0.2 1.1 0.00
H 5.4306 -3.1346 2.9394 -0.1 0.4 -0.1 0.02
H 6.0814 0.5652 3.5824 -0.5 -0.3 0.0 0.00
H 7.0948 -0.8356 3.7807 -0.4 0.1 0.0 -0.01
H 5.4341 -1.0249 4.3439 0.4 0.9 -1.0 0.00
H 6.1185 0.7294 1.0739 -0.3 0.2 0.6 0.00
H 4.7983 -2.6285 -1.2310 -0.2 0.3 -0.4 0.02
H 4.5560 0.8561 -3.5982 0.2 0.2 -0.3 0.00
H 3.7125 2.3361 -3.0477 -0.4 1.0 -0.6 0.00
H 3.0343 0.7147 -2.7524 0.3 0.4 0.0 0.00
H 6.5513 1.8987 -2.2457 0.7 -0.5 -0.3 0.00
H 6.4820 2.1971 -0.4643 -0.8 -0.1 -1.1 0.00
H 5.6572 3.1858 -1.7090 -0.5 1.1 0.2 0.00
H 2.9177 0.9010 -0.1602 -0.6 -0.5 -0.6 0.00
H 3.1577 2.5980 -0.5766 -0.2 0.6 0.0 0.00
H 4.2291 1.6549 0.5304 -0.2 0.8 0.3 -0.01
O -2.0532 2.6840 -0.5868 -0.8 0.1 0.1 0.00
C -1.9868 3.8975 -0.6460 1.1 0.9 -0.5 0.00
C -3.1285 4.8449 -0.2798 -0.2 -1.2 0.9 0.00
C -3.7995 5.6144 -1.4327 0.8 -0.2 -0.2 0.00
C -3.0019 6.9384 -1.5877 0.9 -0.1 -0.1 0.00
C -1.4837 6.8206 -1.9567 0.2 -0.7 1.5 0.00
C -0.6089 5.9138 -0.9698 -0.4 1.0 -1.7 0.00
N -0.8126 4.4846 -1.0651 -0.6 -0.4 0.0 0.00
H -2.7733 5.6191 0.3963 0.2 -0.2 0.3 0.00
H -3.7448 4.1583 0.3358 -0.3 0.6 -0.6 0.00
H -4.8561 5.7742 -1.1989 0.2 0.3 0.1 0.00
H -3.7978 4.9967 -2.3474 0.1 0.3 0.2 0.00
H -3.0307 7.5000 -0.6474 -0.3 -0.1 0.0 0.00
H -3.3874 7.5995 -2.3435 -0.7 0.2 -0.3 0.00
H -0.9591 7.7791 -1.7730 -0.8 0.0 -0.6 0.00
H -1.4011 6.5398 -3.0125 0.4 -0.1 0.3 0.00
H -0.8644 6.2346 0.0368 0.2 0.1 0.2 0.00
H 0.4281 6.2446 -1.1894 -0.4 -0.9 0.3 0.00
H -0.1419 3.8080 -1.4315 -0.1 0.7 0.3 0.00
```
Positions in Å, forces in eV/Å.

The gap between HOMO and LUMO (alpha / beta) comes out at 0.2985 / 0.2497 Eh. Its expectation value of S² is 0.805. As for the spin multiplicity: 2. The HOMO energy (alpha / beta) comes out at -7.50 / -7.50 eV. The total energy comes out at -45054.9945 eV.


A structure of composition C5H6LiO4Ru, computed with ωB97M-V/def2-TZVPD.

XYZ file:
```
17
Properties=species:S:1:pos:R:3:forces:R:3:mulliken_spin:R:1
C -0.1579 1.2333 -1.2018 -0.5 0.6 -1.6 0.00
C -1.6990 1.1411 -1.3002 -0.2 0.0 0.2 0.02
C -2.1350 -0.2215 -0.8527 0.6 -0.1 0.0 -0.01
C -2.5249 -0.4519 0.4369 0.3 -0.5 0.5 0.01
O -2.3480 -1.5562 1.0994 0.4 0.8 -0.4 0.00
O 0.3478 0.7529 0.0125 -0.1 -0.7 -0.2 0.03
Ru 0.9284 1.8314 1.4818 0.4 0.8 1.0 4.91
Li -0.4306 -0.9733 0.5909 -0.8 -0.4 0.0 0.01
H 0.1493 2.2851 -1.3740 0.1 -0.3 0.1 0.02
H 0.2660 0.6446 -2.0408 0.0 0.1 0.4 0.01
H -1.9950 1.3884 -2.3343 0.2 0.0 0.3 0.00
H -2.1435 1.9061 -0.6409 0.1 -0.2 -0.2 0.00
H -1.7566 -1.0808 -1.4276 -0.2 0.2 0.1 0.00
H -2.9057 0.4231 1.0080 -0.1 -0.1 -0.2 0.01
O 1.5661 -1.7833 0.2532 0.1 0.5 -0.4 0.00
O 2.1166 -1.9977 -1.9889 0.1 0.8 0.4 0.00
C 1.8599 -1.7923 -0.8801 -0.2 -1.5 0.0 0.00
```
Positions in Å, forces in eV/Å.

The gap between HOMO and LUMO (alpha / beta) comes out at 0.2595 / 0.1894 Eh. Its expectation value of S² is 8.755. As for the spin multiplicity: 6. The HOMO energy (alpha / beta) comes out at -7.24 / -7.24 eV. The total energy comes out at -16255.2650 eV.


A structure of composition C19H35GeN3O6SSiV, computed with ωB97M-V/def2-TZVPD.

XYZ file:
```
67
Properties=species:S:1:pos:R:3:forces:R:3:mulliken_spin:R:1
V 0.8890 -0.3003 -1.0928 0.0 0.0 -0.1 2.21
O 0.0402 -1.0479 -4.5479 0.0 0.0 0.0 0.01
C -0.7834 -1.7583 -3.6286 0.0 0.0 0.0 -0.01
C -0.0104 -2.7189 -2.7685 0.0 0.0 0.0 0.21
C -0.1227 -4.0717 -2.9610 0.0 0.0 0.0 -0.12
C 0.6378 -4.9963 -2.2232 0.0 0.0 0.0 0.42
C 1.5541 -4.4484 -1.3044 0.0 0.0 0.0 -0.14
C 1.6377 -3.0948 -1.1470 0.0 0.0 0.0 0.21
N 0.8567 -2.1804 -1.8243 0.0 0.0 0.0 0.15
H 0.4261 -0.3145 -4.0247 0.0 0.0 0.0 0.01
H -1.5051 -2.3318 -4.2162 0.0 0.0 0.0 0.01
H -1.3320 -1.0577 -2.9945 0.0 0.0 0.0 0.02
H -0.8135 -4.4149 -3.7238 0.0 0.0 0.0 -0.01
H 0.5392 -6.0632 -2.3711 0.0 0.0 0.0 0.06
H 2.2070 -5.0781 -0.7112 0.0 0.0 0.0 -0.01
H 2.3449 -2.6666 -0.4488 0.0 0.0 0.0 0.03
O -2.8553 0.2571 0.5765 0.1 -0.1 -0.2 0.00
C -1.6929 0.2221 0.1691 -0.1 -0.1 -0.1 -0.02
O -1.2272 -0.4223 -0.8233 0.0 0.1 0.1 0.01
C -0.6202 1.0655 0.9232 0.1 0.1 0.0 0.01
O -0.9552 1.7929 1.8495 0.0 -0.1 0.1 0.01
O 0.5771 0.9195 0.4693 -0.1 0.0 0.0 -0.01
C 0.3516 2.8040 -4.6920 0.0 0.0 0.0 0.00
Si 0.3118 2.3683 -2.8546 0.0 0.0 -0.1 0.01
C 1.5275 3.4876 -1.9582 0.0 0.0 0.0 0.00
C -1.4082 2.7747 -2.2205 0.0 0.0 0.0 0.00
O 0.7126 0.8152 -2.6831 0.0 0.0 0.0 -0.01
H 0.0766 3.8492 -4.8649 0.0 0.0 0.0 0.00
H -0.3422 2.1677 -5.2474 0.0 0.0 0.0 0.00
H 1.3519 2.6398 -5.1014 0.0 0.0 0.0 0.00
H 1.2579 4.5437 -2.0618 0.0 0.0 0.0 0.00
H 2.5416 3.3499 -2.3422 0.0 0.0 0.0 0.00
H 1.5333 3.2355 -0.8943 0.0 0.0 0.0 0.00
H -1.7115 3.7812 -2.5281 0.0 0.0 0.0 0.00
H -1.4471 2.7350 -1.1294 0.0 0.0 0.0 0.00
H -2.1417 2.0599 -2.6005 0.0 0.0 0.0 0.00
C -5.3815 -0.4411 5.8376 0.0 0.0 0.0 0.00
N -4.8724 -0.0340 4.5583 0.0 0.0 0.0 0.00
C -5.5739 0.9959 3.8097 0.0 0.0 0.0 0.00
C -4.6103 1.2450 2.6558 0.0 0.0 0.1 0.00
N -3.3448 0.8970 3.2781 -0.1 -0.1 0.0 0.00
C -3.5172 0.0527 4.2997 0.1 0.0 -0.1 0.00
S -2.3262 -0.7796 5.1333 -0.1 0.1 0.0 0.00
H -6.3833 -0.8599 5.7178 0.0 0.0 0.0 0.00
H -5.4360 0.4032 6.5402 0.0 0.0 0.0 0.00
H -4.7146 -1.1939 6.2510 0.0 0.0 0.0 0.00
H -5.7024 1.8962 4.4313 0.0 0.0 0.0 0.00
H -6.5583 0.6506 3.4895 0.0 0.0 0.0 0.00
H -4.6054 2.2762 2.3080 0.0 0.0 0.0 0.00
H -4.7920 0.5905 1.8018 0.0 0.0 0.0 0.00
H -2.5080 0.9271 2.6900 0.1 0.1 0.2 0.00
C 3.2604 0.7646 2.2452 0.0 0.0 0.0 0.00
Ge 4.0157 -0.2781 0.7657 0.0 0.0 -0.1 0.00
C 5.8983 0.3491 0.6062 0.0 0.0 0.0 0.00
C 4.1873 -2.1399 1.4172 0.0 0.0 0.0 0.01
C 3.0473 -0.1412 -0.8932 0.0 0.0 0.0 -0.04
H 3.9269 0.7304 3.1117 0.0 0.0 0.0 0.00
H 2.2804 0.3834 2.5293 0.0 0.0 0.0 0.00
H 3.1185 1.8038 1.9460 0.0 0.0 0.0 0.00
H 6.4268 0.2667 1.5602 0.0 0.0 0.0 0.00
H 5.9141 1.3949 0.2908 0.0 0.0 0.0 0.00
H 6.4374 -0.2368 -0.1420 0.0 0.0 0.0 0.00
H 4.9104 -2.1852 2.2355 0.0 0.0 0.0 0.00
H 4.5256 -2.8054 0.6200 0.0 0.0 0.0 0.00
H 3.2298 -2.5119 1.7871 0.0 0.0 0.0 0.00
H 3.5232 -0.8080 -1.6257 0.0 0.0 0.0 -0.01
H 3.2179 0.8847 -1.2539 0.0 0.0 0.0 0.01
```
Positions in Å, forces in eV/Å.

The gap between HOMO and LUMO (alpha / beta) comes out at 0.1509 / 0.2655 Eh. Its expectation value of S² is 3.782. As for the spin multiplicity: 4. As for the charge: -2. The HOMO energy (alpha / beta) comes out at 0.31 / -2.81 eV. The total energy comes out at -137949.2455 eV.


A structure of composition C2HNiO2, computed with ωB97M-V/def2-TZVPD.

XYZ file:
```
6
Properties=species:S:1:pos:R:3:forces:R:3:mulliken_spin:R:1
O -1.4857 -1.8633 0.6572 1.8 2.1 -1.9 0.00
C -0.8779 -1.2346 -0.0800 -1.8 -2.6 0.8 0.05
C 0.6092 0.7520 0.3054 0.7 3.1 -2.2 0.46
O 0.5935 1.4691 -0.7145 -0.1 -1.9 2.1 0.21
H 0.5921 1.2785 1.2857 0.0 -0.4 0.1 0.10
Ni 0.5688 -0.4016 -1.4539 -0.7 -0.2 1.0 1.17
```
Positions in Å, forces in eV/Å.

The gap between HOMO and LUMO (alpha / beta) comes out at 0.3035 / 0.3368 Eh. Its expectation value of S² is 2.010. As for the spin multiplicity: 3. As for the charge: +1. The HOMO energy (alpha / beta) comes out at -14.41 / -15.70 eV. The total energy comes out at -47217.0013 eV.